Entry 1:
Molecular formula: C5H6OS2
Method: DFT, the ωB97M-V functional and the def2-TZVPD basis

Values from the calculation:
E_tot: -28996.5800 eV
SMILES: S=C1O[C@H]2C[C@]1(S)C2
Relative energy (zero: lowest compared OMol25 entry of this formula, charge and spin): 325.72 kJ/mol
Spin multiplicity: 1

CARTESIAN COORDINATES (ANGSTROEM)
S 2.540 -1.653 -0.018
C 1.059 -1.131 -0.133
O -0.090 -1.834 -0.459
C -1.158 -0.716 -0.152
C -0.577 0.515 -0.896
C 0.702 0.147 0.144
S 1.946 1.522 -0.099
C -0.536 -0.134 1.168
H -2.251 -1.174 -0.240
H -1.166 1.414 -0.702
H -0.306 0.192 -1.932
H 1.168 2.694 -0.121
H -0.330 -0.811 1.965
H -1.000 0.970 1.474


Entry 2:
Molecular formula: C3H8N2O2
Method: DFT, the ωB97M-V functional and the def2-TZVPD basis

Values from the calculation:
E_tot: -10309.8020 eV
Relative energy (zero: lowest compared OMol25 entry of this formula, charge and spin): 689.90 kJ/mol
Spin multiplicity: 1

CARTESIAN COORDINATES (ANGSTROEM)
C -1.501 0.014 -0.292
C 0.824 0.154 0.731
C 1.102 1.527 0.181
N -1.431 -1.203 -0.767
O -1.582 -2.147 0.269
N 0.868 -1.102 -0.705
O 1.362 -0.700 -1.684
H -1.614 -2.989 -0.204
H -1.517 0.807 -1.024
H -1.855 0.205 0.715
H 0.086 0.091 1.529
H 1.685 -0.321 1.195
H 0.330 2.247 0.454
H 1.166 1.525 -0.912
H 2.077 1.892 0.513


Entry 3:
Molecular formula: C47H40I2NNaO3S2Se2
Method: DFT, the ωB97M-V functional and the def2-TZVPD basis

Values from the calculation:
E_tot: -230002.3529 eV
Relative energy (zero: lowest compared OMol25 entry of this formula, charge and spin): 57.63 kJ/mol
Spin multiplicity: 1

CARTESIAN COORDINATES (ANGSTROEM)
Na -0.824 -2.275 -1.483
C -1.486 -1.665 7.067
C -1.508 -1.407 5.580
C -2.327 -0.418 5.034
C -2.317 -0.155 3.673
C -1.468 -0.884 2.854
C -0.670 -1.894 3.360
C -0.693 -2.145 4.723
S -1.380 -0.489 1.111
O -0.691 -1.664 0.481
C -0.201 0.890 1.352
C -0.860 2.135 1.498
C -0.149 3.269 1.729
C 1.266 3.237 1.760
C 2.027 4.423 1.919
C 3.389 4.388 1.862
C 4.059 3.162 1.642
C 3.355 2.000 1.515
C 1.934 2.000 1.581
C 1.169 0.795 1.415
C 1.898 -0.507 1.246
C 2.557 -1.128 2.346
C 2.541 -0.570 3.653
C 3.210 -1.176 4.676
C 3.917 -2.383 4.456
C 3.918 -2.961 3.220
C 3.239 -2.352 2.132
C 3.226 -2.943 0.843
C 2.593 -2.336 -0.200
C 1.955 -1.100 0.012
S 1.053 -0.342 -1.362
O 0.870 -1.446 -2.361
C 2.416 0.678 -1.900
C 3.557 0.122 -2.459
C 4.577 0.962 -2.880
C 4.470 2.348 -2.753
C 5.581 3.258 -3.214
C 3.312 2.882 -2.191
C 2.280 2.055 -1.771
H -2.356 -1.228 7.558
H -0.592 -1.226 7.516
H -1.469 -2.735 7.281
H -2.987 0.146 5.684
H -2.972 0.606 3.254
H -0.047 -2.479 2.689
H -0.063 -2.931 5.128
H -1.944 2.173 1.418
H -0.659 4.218 1.863
H 1.507 5.362 2.076
H 3.961 5.301 1.975
H 5.140 3.146 1.570
H 3.877 1.065 1.344
H 1.986 0.346 3.829
H 3.202 -0.733 5.666
H 4.454 -2.848 5.274
H 4.439 -3.897 3.050
H 3.721 -3.897 0.702
H 2.554 -2.788 -1.185
H 3.637 -0.955 -2.577
H 5.472 0.534 -3.320
H 6.341 2.709 -3.769
H 6.066 3.739 -2.361
H 5.193 4.050 -3.858
H 3.215 3.959 -2.091
H 1.368 2.469 -1.348
C -2.058 -1.471 -6.137
Se -1.780 -0.676 -4.381
C -2.278 1.142 -4.927
C -1.390 2.199 -4.305
Se -1.580 2.263 -2.354
C -1.043 4.123 -2.180
H -3.106 -1.397 -6.412
H -1.781 -2.521 -6.053
H -1.431 -0.986 -6.881
H -3.319 1.308 -4.658
H -2.184 1.182 -6.012
H -1.660 3.194 -4.654
H -0.344 2.007 -4.533
H -0.046 4.260 -2.595
H -1.034 4.365 -1.118
H -1.758 4.758 -2.696
I -2.478 -6.233 -2.003
C -3.857 -4.663 -1.932
C -5.206 -4.939 -1.679
C -6.111 -3.917 -1.582
I -8.128 -4.414 -1.293
C -5.681 -2.567 -1.621
C -6.525 -1.452 -1.407
C -5.992 -0.200 -1.304
C -4.595 -0.047 -1.399
N -3.784 -1.041 -1.668
C -4.301 -2.291 -1.836
C -3.349 -3.362 -2.150
O -2.160 -3.122 -2.522
H -5.529 -5.965 -1.565
H -7.592 -1.605 -1.307
H -6.623 0.661 -1.120
H -4.137 0.929 -1.251


Entry 4:
Molecular formula: C23H56AsGeN2PtS2Si3
Method: DFT, the ωB97M-V functional and the def2-TZVPD basis

Values from the calculation:
E_tot: -193633.3702 eV
<S²>: 3.76
Relative energy (zero: lowest compared OMol25 entry of this formula, charge and spin): 26.80 kJ/mol
Charge: +2
Spin multiplicity: 4

CARTESIAN COORDINATES (ANGSTROEM)
Pt -0.423 -0.571 0.395
S -1.377 -2.490 -0.706
C -2.995 -2.132 -1.078
N -3.617 -2.684 -2.100
C -4.986 -2.239 -2.374
C -5.503 -1.686 -1.052
S -4.021 -1.068 -0.185
H -3.121 -3.319 -2.709
H -5.586 -3.076 -2.723
H -4.963 -1.472 -3.151
H -5.962 -2.457 -0.438
H -6.208 -0.872 -1.197
C -3.651 3.920 -0.116
C -2.372 3.634 -0.915
C -2.672 3.544 -2.419
C -1.297 4.694 -0.631
C -1.844 2.330 -0.477
N -1.427 1.321 -0.125
H -4.061 4.875 -0.444
H -3.446 3.986 0.953
H -4.404 3.149 -0.284
H -2.988 4.526 -2.771
H -3.477 2.835 -2.617
H -1.789 3.246 -2.983
H -1.706 5.677 -0.867
H -0.411 4.535 -1.247
H -1.003 4.692 0.419
C -2.915 -1.925 3.325
C -2.598 -0.435 3.319
As -0.769 -0.055 2.765
C -0.532 1.838 3.142
C -0.676 2.215 4.612
C 0.321 -0.977 4.090
C 0.716 -2.388 3.683
H -3.969 -2.086 3.555
H -2.336 -2.451 4.084
H -2.707 -2.387 2.359
H -2.715 -0.003 4.315
H -3.247 0.123 2.641
H -1.263 2.356 2.519
H 0.455 2.098 2.755
H -1.677 2.007 4.991
H -0.496 3.282 4.744
H 0.040 1.685 5.240
H -0.264 -0.971 5.012
H 1.198 -0.353 4.269
H -0.151 -3.009 3.460
H 1.274 -2.872 4.485
H 1.346 -2.375 2.794
C 5.003 0.770 -0.339
Si 3.388 0.624 0.590
C 3.611 -0.220 2.240
C 2.576 2.316 0.756
Ge 1.727 -0.551 -0.760
Si 1.506 0.234 -3.042
C 0.034 -0.558 -3.885
C 1.214 2.076 -2.815
C 3.101 -0.083 -3.966
Si 2.668 -2.991 -1.065
C 1.734 -3.597 -2.549
C 4.490 -2.787 -1.341
C 2.236 -3.842 0.526
H 5.736 1.256 0.313
H 4.900 1.393 -1.230
H 5.419 -0.190 -0.640
H 4.056 0.466 2.965
H 4.268 -1.089 2.158
H 2.655 -0.563 2.635
H 2.804 2.732 1.743
H 1.490 2.286 0.647
H 2.970 3.009 0.010
H -0.835 -0.558 -3.223
H 0.236 -1.589 -4.178
H -0.222 0.002 -4.788
H 0.471 2.272 -2.040
H 0.854 2.506 -3.755
H 2.133 2.601 -2.543
H 3.251 -1.146 -4.164
H 3.972 0.290 -3.422
H 3.076 0.424 -4.935
H 2.129 -3.170 -3.471
H 0.663 -3.404 -2.493
H 1.874 -4.684 -2.595
H 4.724 -2.158 -2.200
H 4.902 -3.784 -1.538
H 4.995 -2.396 -0.458
H 1.194 -3.690 0.806
H 2.877 -3.506 1.342
H 2.396 -4.918 0.391


Entry 5:
Molecular formula: C11H22NO
Method: DFT, the ωB97M-V functional and the def2-TZVPD basis

Values from the calculation:
E_tot: -15294.1645 eV
Relative energy (zero: lowest compared OMol25 entry of this formula, charge and spin): 104.84 kJ/mol
Charge: +1
Spin multiplicity: 1

CARTESIAN COORDINATES (ANGSTROEM)
C 0.395 1.497 1.251
C 0.440 0.078 1.932
C -0.237 -1.077 1.104
C -0.961 -2.025 2.140
N 0.875 -1.822 0.435
C 0.996 -3.105 0.363
C 2.289 -3.588 -0.356
C 3.192 -2.292 -0.120
C 2.039 -1.241 -0.272
H 1.439 1.880 1.224
H -0.154 2.174 1.939
H -0.091 1.523 0.262
H -0.083 0.126 2.910
H 1.478 -0.252 2.160
H -0.940 -0.734 0.322
H -0.143 -2.499 2.731
H -1.600 -2.783 1.647
H -1.584 -1.409 2.820
H 0.294 -3.865 0.752
H 2.205 -3.969 -1.389
H 2.684 -4.356 0.349
H 3.484 -2.412 0.941
H 4.037 -2.195 -0.821
H 1.893 -1.161 -1.376
H 2.304 -0.203 0.008
C -2.051 4.514 -2.580
C -2.079 3.385 -1.585
O -1.399 3.411 -0.581
C -2.986 2.221 -1.887
H -1.358 5.280 -2.236
H -1.715 4.146 -3.551
H -3.045 4.954 -2.671
H -2.692 1.753 -2.828
H -4.021 2.561 -1.948
H -2.907 1.483 -1.087


Entry 6:
Molecular formula: C32H37N6O3SW
Method: DFT, the ωB97M-V functional and the def2-TZVPD basis

Values from the calculation:
E_tot: -61506.4271 eV
Charge: +3
Spin multiplicity: 1

CARTESIAN COORDINATES (ANGSTROEM)
W 0.178 -0.124 0.403
C 0.916 -2.241 2.656
N 0.230 -2.188 1.348
C 0.773 -3.227 0.449
C 0.216 -2.892 -0.875
N -0.312 -1.689 -1.074
C -0.860 -1.755 -2.382
C -1.649 -0.882 -3.129
C -2.055 -1.279 -4.387
C -1.703 -2.526 -4.920
C -0.953 -3.420 -4.188
C -0.559 -3.006 -2.922
N 0.123 -3.696 -1.926
C 0.559 -0.976 3.334
N -0.066 -0.020 2.660
C -0.423 0.932 3.645
C -1.237 2.061 3.615
C -1.420 2.768 4.786
C -0.822 2.371 5.991
C -0.063 1.223 6.059
C 0.103 0.520 4.871
N 0.712 -0.705 4.628
H 1.989 -2.327 2.489
H 0.586 -3.111 3.228
H -0.754 -2.407 1.495
H 0.488 -4.228 0.780
H 1.862 -3.149 0.449
H -1.959 0.076 -2.751
H -2.674 -0.615 -4.976
H -2.046 -2.799 -5.909
H -0.699 -4.399 -4.572
H 0.431 -4.656 -1.968
H -1.759 2.344 2.723
H -2.058 3.642 4.783
H -0.990 2.954 6.885
H 0.364 0.879 6.991
H 1.137 -1.310 5.316
C 2.120 2.190 1.876
O 0.909 1.944 1.117
C 0.489 3.094 0.358
C -1.021 3.090 0.392
O -1.410 1.704 0.364
C -2.831 1.502 0.273
C -3.021 0.038 -0.044
O -2.161 -0.734 0.810
C -2.792 -0.957 2.095
H 2.975 2.267 1.207
H 2.255 1.362 2.563
H 1.979 3.110 2.440
H 0.897 3.015 -0.648
H 0.880 3.999 0.819
H -1.448 3.621 -0.458
H -1.396 3.556 1.297
H -3.253 2.127 -0.518
H -3.289 1.797 1.220
H -2.722 -0.190 -1.062
H -4.059 -0.266 0.086
H -3.756 -1.435 1.928
H -2.918 -0.022 2.641
H -2.170 -1.621 2.690
C -0.817 2.165 -2.523
C 0.429 1.346 -2.677
C 0.953 1.434 -3.987
C 2.044 0.726 -4.362
C 2.693 -0.051 -3.385
C 3.867 -0.773 -3.701
C 4.556 -1.449 -2.734
C 4.091 -1.399 -1.414
C 2.931 -0.728 -1.102
S 2.411 -0.559 0.550
C 2.175 -0.046 -2.072
N 0.990 0.616 -1.698
H -1.387 2.120 -3.450
H -0.543 3.215 -2.395
H -1.446 1.848 -1.709
H 0.428 2.058 -4.697
H 2.424 0.761 -5.376
H 4.216 -0.759 -4.726
H 5.463 -1.988 -2.971
H 4.660 -1.875 -0.624


Entry 7:
Molecular formula: C7H19NOP
Method: DFT, the ωB97M-V functional and the def2-TZVPD basis

Values from the calculation:
E_tot: -20386.7182 eV
Relative energy (zero: lowest compared OMol25 entry of this formula, charge and spin): 23.93 kJ/mol
Charge: +1
Spin multiplicity: 1

CARTESIAN COORDINATES (ANGSTROEM)
C 2.178 0.835 1.719
C -1.212 -0.319 -1.406
C -1.604 -2.016 0.392
C -2.412 1.673 0.436
C 1.629 1.316 -1.194
C 2.398 -1.377 -0.268
C -1.352 -0.571 0.101
N -2.436 0.246 0.611
O -0.113 -0.153 0.819
P 1.491 0.149 0.154
H 1.993 -0.065 2.321
H 3.249 0.989 1.574
H -1.285 0.644 -1.836
H -2.015 -0.893 -1.833
H -0.217 -0.771 -1.825
H -2.288 -2.559 -0.175
H -2.052 -2.132 1.345
H -0.698 -2.698 0.292
H -1.635 2.186 0.894
H -2.256 1.822 -0.732
H -3.329 2.167 0.743
H 2.582 1.901 -1.093
H 1.837 0.815 -2.128
H 0.755 1.887 -1.275
H 2.346 -1.997 0.651
H 1.855 -1.866 -1.136
H 3.305 -1.007 -0.616
H 1.831 1.818 1.889
H -2.548 -0.025 1.575


Entry 8:
Molecular formula: C4H8Br4CrN4O12
Method: DFT, the ωB97M-V functional and the def2-TZVPD basis

Values from the calculation:
E_tot: -343387.3757 eV
<S²>: 3.94
Charge: -1
Spin multiplicity: 4

CARTESIAN COORDINATES (ANGSTROEM)
Cr -1.225 1.946 0.842
N 0.458 2.245 3.583
O 1.022 3.327 3.549
O 0.055 1.648 2.498
O 0.124 1.722 4.653
N -0.220 -0.251 -0.396
O 0.296 -1.143 -1.019
O -0.658 -0.358 0.780
O -0.449 0.908 -0.855
N -3.230 2.610 -0.938
O -3.322 1.489 -0.375
O -2.186 3.240 -0.526
O -3.997 3.021 -1.760
N 1.252 4.079 0.319
O 0.922 5.025 1.044
O 0.461 3.100 0.186
O 2.306 4.087 -0.282
Br 1.494 -4.267 -4.104
C 0.173 -2.797 -4.373
C -1.155 -3.381 -4.870
Br -1.019 -3.610 -6.840
H 0.566 -2.109 -5.113
H -0.058 -2.244 -3.463
H -2.039 -2.800 -4.617
H -1.341 -4.335 -4.378
Br 1.527 -1.360 5.574
C 0.831 -1.522 3.747
C 1.916 -1.537 2.666
Br 3.086 0.041 2.897
H 0.192 -0.667 3.509
H 0.085 -2.312 3.656
H 1.557 -1.401 1.652
H 2.577 -2.394 2.752